Formula: C38H80O11
Source: OMol25
Level of theory: ωB97M-V with the def2-TZVPD basis set

```
129
Properties=species:S:1:pos:R:3:forces:R:3:lowdin_charge:R:1
O -5.50735 -3.22813 20.88303 -0.1 1.0 -0.1 -0.171
O -9.58012 -4.44752 20.82372 1.2 0.2 -0.7 -0.155
O -12.10500 1.33854 23.84976 0.1 0.0 1.7 -0.168
O -5.11340 0.93313 19.37911 -0.5 1.2 0.2 -0.203
O -5.44936 -2.03589 16.19082 -0.3 -1.0 0.5 -0.165
O -9.03278 0.99615 23.24720 0.6 -1.5 0.4 -0.122
O -10.88815 2.59983 21.39676 0.0 -0.5 -0.4 -0.141
O -3.89139 2.26222 22.27260 0.7 0.1 -1.2 -0.148
O -11.36206 -3.14766 23.34190 -0.4 -0.2 -0.2 -0.164
O -9.45012 0.85732 18.96818 -0.7 0.4 0.8 -0.151
O -5.45771 -5.12361 23.93115 -1.1 0.2 1.2 -0.158
C -4.62899 -4.34048 20.95146 0.0 -0.4 -1.9 -0.188
C -8.02739 1.55414 22.41942 0.9 -0.9 -0.3 -0.179
C -4.32847 -4.74375 24.74961 -0.5 0.4 -0.3 -0.209
C -12.98315 -0.12158 25.64886 -0.3 1.4 -1.3 -0.134
C -7.11694 0.36568 21.99568 1.1 2.0 -0.1 -0.170
C -6.84275 -2.20073 16.48066 0.4 0.3 -2.3 -0.191
C -9.58994 -3.27307 19.99814 -0.8 -1.5 -1.1 -0.167
C -7.27792 -0.63117 23.07226 1.0 -1.6 -0.5 -0.181
C -4.94343 1.56469 17.11589 -0.3 -0.4 0.5 -0.136
C -3.07218 1.08468 21.98803 -1.1 0.7 -0.8 -0.198
C -6.27344 1.76953 19.05162 -0.4 -1.4 1.4 -0.191
C -4.84580 -4.36897 26.11525 -1.1 -1.0 0.9 -0.176
C -11.71957 3.73048 21.25844 -0.1 -0.2 -0.4 -0.142
C -4.74827 -2.15604 20.28448 -1.6 -0.2 -1.1 -0.204
C -1.80091 1.64505 21.39328 -0.1 -0.5 0.0 -0.168
C -12.17339 0.01385 23.34687 -0.6 -0.3 0.4 -0.225
C -3.64709 3.20054 21.15471 -0.5 -0.3 1.8 -0.165
C -8.09282 -4.85784 18.97520 -2.0 -0.9 0.2 -0.150
C -2.32527 2.78754 20.56721 0.5 1.0 -1.9 -0.185
C -3.16476 -3.77855 20.98894 -1.8 0.2 -1.6 -0.129
C -6.23239 -3.77035 25.75508 0.6 -1.0 0.3 -0.142
C -10.62685 -5.26568 24.29040 -1.6 2.5 -1.0 -0.097
C -12.21327 1.22199 25.33842 -0.6 -0.4 -1.0 -0.123
C -9.07254 -3.72818 18.59221 0.0 0.0 0.8 -0.124
C -4.70252 0.42499 18.12479 2.0 0.6 0.6 -0.202
C -6.70044 -4.77678 24.65146 1.5 1.0 0.9 -0.149
C -11.64237 -5.46781 23.08156 1.0 0.5 2.5 -0.128
C -7.56524 -1.37437 15.38413 -1.2 -1.7 0.6 -0.137
C -13.26018 -0.60803 24.19859 -1.4 -1.3 0.4 -0.167
C -5.83957 2.56059 17.85945 0.5 1.5 0.2 -0.161
C -5.24180 -1.54668 14.86501 1.0 0.8 1.4 -0.197
C -8.67424 -0.42952 23.44344 -2.1 1.0 1.9 -0.195
C -10.63701 -3.68537 24.41109 -0.6 -1.1 1.3 -0.195
C -8.33948 -5.12062 20.47945 0.6 2.2 -0.3 -0.154
C -12.32334 -4.11259 22.94831 -0.5 -0.4 -0.2 -0.207
C -9.84695 1.85475 18.04009 -0.4 0.2 0.0 -0.166
C -6.59715 -1.46452 14.23884 0.2 0.0 -1.2 -0.185
C -3.45476 -2.28384 20.96453 2.6 1.2 1.5 -0.198
H -5.43031 1.13318 16.26089 -0.1 0.2 -0.7 0.084
H -7.46645 0.05764 21.07347 -0.8 -1.2 -2.0 0.074
H -12.44670 0.03993 22.29847 -0.1 0.2 -0.2 0.129
H -8.88323 -0.69160 24.48396 0.1 0.3 0.3 0.120
H -2.65067 -1.65161 20.52827 -0.4 -0.6 -0.1 0.119
H -7.11613 -1.68795 22.68590 0.1 1.2 0.7 0.140
H -6.65391 2.94321 17.23917 -0.1 -0.2 0.1 0.105
H -3.60911 -5.52106 24.77573 0.5 -1.2 0.0 0.104
H -4.78691 -4.87670 19.96057 0.4 0.0 1.1 0.127
H -9.38062 -1.04023 22.91988 -0.3 -0.4 -1.0 0.091
H -1.51972 3.52720 20.56526 -0.5 0.5 0.0 0.109
H -9.65621 1.50668 17.02185 0.3 0.0 0.2 0.072
H -7.73869 -0.35843 15.65983 -0.1 0.8 0.4 0.091
H -6.01122 -2.82790 25.27824 -0.4 0.6 -0.1 0.093
H -8.50755 2.10662 21.63171 -0.2 -0.1 -0.7 0.089
H -2.62328 -4.10076 21.82007 0.9 -0.4 1.4 0.077
H -4.99602 -5.25058 26.80584 0.1 0.5 -1.0 0.127
H -11.03466 -5.69856 22.24360 0.0 -0.4 -1.0 0.076
H -7.18979 -5.63906 25.07785 0.2 -0.6 0.2 0.106
H -12.54043 -3.90850 21.90520 -0.3 0.1 -0.1 0.116
H -4.80739 -0.53264 15.05736 0.0 -0.7 -0.8 0.112
H -3.45505 -1.93403 22.03633 -0.6 -0.2 -0.9 0.125
H -9.68201 -3.22012 24.41933 1.1 0.2 -0.2 0.085
H -8.49109 -6.12871 20.70577 0.0 -1.6 0.4 0.097
H -12.31208 -0.82859 26.12381 -0.1 0.0 0.4 0.091
H -9.37127 2.83147 18.22672 0.2 -0.3 -0.1 0.079
H -10.92133 2.03746 18.09478 -0.2 0.0 0.0 0.074
H -12.57120 3.53600 20.58066 0.4 0.0 0.1 0.079
H -12.25177 -6.26090 23.45897 -0.9 -0.6 -0.7 0.096
H -2.94911 0.58614 22.92145 0.1 -0.5 0.7 0.108
H -5.27055 3.49285 18.22281 -0.6 -1.4 -0.6 0.132
H -14.20885 -0.17915 23.83074 0.2 -0.2 0.3 0.114
H -11.00957 2.23274 22.27118 0.0 -0.4 0.6 0.034
H -7.44799 -4.69909 21.01261 -1.0 -0.3 0.1 0.111
H -5.26706 -1.19667 20.39279 0.0 -0.3 0.4 0.099
H -7.09765 1.02524 18.85209 0.4 1.1 0.0 0.122
H -7.42414 -4.31009 24.01759 -0.1 0.3 -0.9 0.086
H -9.68227 -5.60503 24.01406 1.7 -0.6 -0.4 0.060
H -6.57529 -0.36886 23.86956 -0.2 -0.4 0.1 0.126
H -11.04775 4.46874 20.82798 -0.5 0.7 0.1 0.076
H -11.25144 -0.53516 23.42544 0.5 0.0 0.2 0.078
H -6.05159 0.58832 21.84027 -0.4 0.5 0.1 0.104
H -4.95162 -4.94747 21.78411 0.2 -0.2 0.1 0.090
H -3.60180 0.44060 21.24122 0.4 0.4 0.6 0.096
H -13.90919 0.07661 26.24731 0.9 -0.4 -0.5 0.115
H -3.80970 -3.91412 24.27179 -0.1 0.4 -0.1 0.112
H -3.58223 0.24228 18.17154 -1.3 -0.2 0.1 0.144
H -13.28761 -4.07724 23.54132 1.0 0.2 -0.3 0.129
H -6.73340 -2.33325 13.61309 -0.4 -0.5 -0.1 0.111
H -1.28508 0.95821 20.73297 0.2 -0.4 0.2 0.107
H -4.47292 3.14729 20.45279 0.0 -0.3 -0.2 0.078
H -4.50748 -2.20563 14.37294 -0.3 0.4 -0.1 0.126
H -2.65226 -4.08526 20.07976 0.1 -0.1 0.0 0.107
H -12.67874 2.14586 25.70451 -0.1 -0.4 -0.2 0.114
H -11.11232 -3.39747 25.36710 -0.1 -0.1 -0.1 0.115
H -9.90828 1.09213 19.81296 0.6 -0.3 -0.7 0.073
H -12.15910 4.02458 22.21297 0.3 0.3 0.0 0.082
H -6.64125 -0.62330 13.56257 -0.2 0.4 -0.2 0.112
H -10.92664 -5.74523 25.20550 -0.3 -0.1 0.3 0.095
H -3.65042 4.20968 21.56008 0.1 0.0 0.3 0.115
H -8.36282 -5.72407 18.39796 0.0 -0.6 -0.2 0.098
H -7.09448 -4.63125 18.71243 1.2 0.4 0.1 0.079
H -2.53320 2.58785 19.48729 0.5 -0.5 0.7 0.116
H -9.88325 -4.05004 17.87692 0.9 0.4 0.8 0.129
H -7.20804 -3.22850 16.41508 0.5 -0.3 -0.2 0.113
H -4.17473 -3.74479 26.68519 0.1 0.6 -0.1 0.103
H -8.40124 -2.98755 18.18060 -0.8 0.6 -0.4 0.054
H -1.11030 2.02195 22.16548 -0.3 -0.2 -0.2 0.122
H -6.88222 -3.62735 26.64895 0.3 -0.2 -0.9 0.121
H -4.01693 2.05472 16.88053 0.4 -0.1 -0.5 0.102
H -8.56559 -1.86462 15.18363 1.0 0.7 0.0 0.134
H -4.68361 -2.29668 19.15562 0.2 -0.2 1.1 0.138
H -6.97546 -1.89966 17.47149 -0.4 0.8 1.6 0.077
H -10.60006 -2.90257 19.99361 -0.4 0.2 -0.1 0.112
H -6.51458 2.37666 19.95455 0.1 -0.5 -0.6 0.127
H -13.36849 -1.73794 24.17648 0.4 1.4 -0.3 0.109
H -11.24661 1.13455 25.79185 0.9 0.2 -0.1 0.096
H -5.22821 -0.50581 17.99252 -0.1 -0.2 -0.8 0.075
H -8.96177 -2.52569 20.39957 1.0 0.9 0.6 0.097
H -7.40259 2.25642 22.91371 0.4 0.8 1.1 0.105
```
Positions in Å, forces in eV/Å.

SMILES	C1CCOC1.C1CCOC1.C1CCOC1.C1CCOC1.C1CCOC1.C1CCOC1.C1CCOC1.C1CCOC1.C1CCOC1.CO.CO
HOMO level	-8.985	eV
DFT total energy	-63219.23765	eV
2S+1	1